[1]
Computed, not measured: a 2-piece molecular cluster, C5H14N2O2 overall in a non-equilibrium geometry, with ωB97M-V/def2-TZVPD.

Structure (XYZ):
```
23
Properties=species:S:1:pos:R:3:forces:R:3
C -1.220 0.161 -0.117 1.29 -0.13 0.35
C -0.542 0.522 -1.441 0.02 -0.34 0.33
C -2.084 1.328 0.359 0.32 -0.19 0.33
O -2.018 -1.018 -0.273 0.13 0.03 -0.02
H -2.722 -0.830 -0.906 0.13 -0.01 0.10
H 1.248 -1.332 -0.442 0.92 -0.36 1.21
H -0.035 -0.347 -1.860 0.12 0.01 0.02
H -1.281 0.834 -2.185 -0.03 0.13 0.13
H -2.802 1.625 -0.409 0.05 -0.12 -0.04
H -2.626 1.052 1.263 -0.04 -0.01 0.02
H 0.176 1.322 -1.276 0.02 0.05 -0.10
H -1.452 2.182 0.589 0.02 0.05 -0.01
C 2.807 0.058 -0.538 -0.28 -0.20 0.20
N 2.172 -1.155 -0.035 0.90 0.44 -1.10
C -0.097 -0.163 1.097 -3.39 1.29 0.09
N -0.413 -1.311 1.736 0.33 -0.15 -0.39
O 0.545 0.740 1.587 0.48 -0.17 -0.59
H 2.553 -1.446 0.861 -1.32 -0.17 -0.44
H -0.042 -1.455 2.662 -0.04 -0.15 -0.15
H -1.127 -1.896 1.326 0.19 -0.01 0.28
H 3.836 0.106 -0.184 0.10 -0.14 -0.20
H 2.790 0.043 -1.628 0.21 0.13 -0.05
H 2.334 0.981 -0.188 -0.14 0.03 0.01
```
Positions in Å, forces in eV/Å.

Results
- ΔE to the lowest compared entry with this formula, charge and spin: 32.3 kcal/mol
- Strongest force on any atom: 3.63 eV/A
- LUMO energy: 0.73 eV
- Net charge: 0
- E_HOMO: -8.366 eV

---

[2]
Computed, not measured: C6H12 as an isolated structure in a non-equilibrium geometry, with ωB97M-V/def2-TZVPD.

Structure (XYZ):
```
18
Properties=species:S:1:pos:R:3:forces:R:3
C -2.304 -0.318 0.422 -1.52 0.91 -0.98
C -1.122 -0.728 -0.476 -0.11 -1.25 -1.05
C 0.142 0.039 -0.292 -2.24 0.03 0.71
C -0.130 1.498 -0.139 -0.27 2.16 -1.00
C 1.240 -0.660 -0.152 1.81 -0.18 0.97
C 2.611 -0.180 0.187 3.07 0.46 1.19
H -1.979 -0.279 1.504 -0.62 -0.07 -1.19
H -2.868 0.723 0.102 1.64 -2.61 0.90
H -3.046 -1.147 0.212 0.43 1.09 0.85
H -0.905 -1.829 -0.315 -0.33 1.11 -0.06
H -1.329 -0.667 -1.588 -0.46 0.08 1.09
H -0.349 1.823 0.974 0.68 -0.65 -2.24
H 0.804 1.987 -0.583 -1.39 0.15 0.99
H -1.107 1.860 -0.795 2.63 -0.99 1.63
H 1.155 -1.736 -0.020 -0.19 0.05 -0.50
H 3.043 0.924 -0.670 -1.10 -3.68 2.99
H 2.642 0.164 1.540 0.26 -0.89 -4.48
H 3.503 -1.473 0.089 -2.30 4.28 0.18
```
Positions in Å, forces in eV/Å.

Results
- ΔE to the lowest compared entry with this formula, charge and spin: 138.5 kcal/mol
- Strongest force on any atom: 4.87 eV/A
- LUMO energy: 0.69 eV
- Net charge: 0
- E_HOMO: -8.826 eV

---

[3]
Computed, not measured: a 2-piece molecular cluster, C7H15N2O5S overall in a non-equilibrium geometry, with ωB97M-V/def2-TZVPD.

Structure (XYZ):
```
30
Properties=species:S:1:pos:R:3:forces:R:3
C 2.579 -0.180 -0.264 -0.44 -1.28 -0.82
C -2.930 -1.385 0.164 -0.69 3.08 -1.96
C -2.954 1.056 0.014 -2.60 -1.68 0.06
C -0.255 0.458 -1.327 2.31 2.87 1.70
C 3.227 -1.384 -2.237 -1.54 -1.89 0.45
C -1.103 0.056 1.463 -0.50 0.44 -1.74
C -1.977 -0.148 0.194 -0.23 0.01 -0.73
N 3.050 0.654 0.624 -0.78 0.05 0.80
N -1.172 -0.271 -1.018 -3.74 -2.08 -0.17
O 1.490 -0.844 -0.268 2.25 0.41 -0.17
O 1.433 2.488 1.370 1.28 -0.70 1.23
O 2.901 1.095 3.033 -0.31 0.21 0.49
O -0.260 -1.024 1.754 0.13 0.13 -0.48
O 3.486 -0.341 -1.359 -0.43 1.06 1.33
S 1.982 0.860 1.925 1.54 2.05 -1.95
H -3.463 -1.095 -0.844 0.14 -1.02 2.14
H -2.448 -2.267 -0.086 1.14 -1.78 0.18
H -3.554 -1.413 1.054 -0.27 -0.24 -0.18
H -2.503 1.984 -0.143 0.97 1.63 0.53
H -3.743 1.005 0.830 1.30 0.60 -0.31
H -3.689 1.016 -0.860 1.39 -0.68 0.51
H 0.223 1.209 -0.616 -0.59 -0.40 -1.05
H 2.222 3.061 1.576 -0.93 -0.81 -0.38
H 0.159 0.329 -2.281 0.96 0.00 -1.33
H 2.518 -1.099 -3.055 1.11 0.05 0.05
H 2.578 -2.106 -1.669 0.77 0.11 -0.59
H 4.187 -1.900 -2.527 -1.04 0.84 -0.06
H -0.588 1.057 1.284 -0.38 -1.15 0.71
H -1.892 0.151 2.186 0.17 0.20 1.23
H 0.495 -1.020 1.083 -0.98 -0.01 0.49
```
Positions in Å, forces in eV/Å.

Results
- ΔE to the lowest compared entry with this formula, charge and spin: 37.4 kcal/mol
- Strongest force on any atom: 4.28 eV/A
- LUMO energy: 3.34 eV
- Net charge: -1
- E_HOMO: -5.333 eV

---

[4]
Computed, not measured: C18H28CsN4O3S2Ta as an isolated structure in a non-equilibrium geometry, with ωB97M-V/def2-TZVPD.

Structure (XYZ):
```
57
Properties=species:S:1:pos:R:3:forces:R:3
N 1.620 -0.439 0.016 0.17 -0.35 0.63
C 2.357 -0.714 0.967 0.41 0.17 0.90
O 3.033 -0.970 1.894 -1.29 0.40 -2.02
Cs 0.989 0.435 -3.709 1.18 -0.69 -1.52
Ta -0.320 -0.065 -0.344 1.82 -0.66 -1.51
N -0.683 -1.589 -1.652 -0.09 1.10 0.17
N -0.393 1.516 -1.593 -2.00 -0.50 2.44
C -0.366 -3.051 -1.451 -0.24 -0.17 -0.28
C 0.229 2.904 -1.676 -0.15 0.04 -0.10
C 0.684 -3.457 -2.494 0.16 -0.06 -0.14
C -1.638 -3.899 -1.626 0.07 -0.24 -0.11
C 0.183 -3.325 -0.060 0.02 -0.33 0.28
C -0.049 3.573 -3.036 0.17 0.06 -0.19
C -0.406 3.847 -0.640 0.16 0.08 0.18
C 1.738 2.749 -1.440 0.31 0.37 0.07
H 0.291 -3.388 -3.521 0.17 -0.14 0.32
H 0.976 -4.505 -2.316 -0.07 0.41 -0.17
H 1.588 -2.830 -2.418 -0.24 -0.23 0.07
H -2.455 -3.516 -1.002 0.12 -0.10 -0.11
H -1.423 -4.932 -1.313 -0.10 0.35 -0.08
H -1.967 -3.947 -2.672 0.04 -0.01 0.32
H 1.103 -2.775 0.151 -0.13 -0.18 -0.07
H 0.418 -4.400 -0.004 -0.03 0.40 0.07
H -0.564 -3.110 0.716 0.35 -0.24 -0.26
H 0.490 3.135 -3.893 -0.24 0.17 0.29
H 0.313 4.609 -2.960 -0.15 -0.31 -0.10
H -1.124 3.620 -3.262 0.29 -0.06 0.04
H -1.407 4.176 -0.951 0.31 -0.05 0.13
H 0.224 4.746 -0.570 -0.27 -0.26 -0.04
H -0.460 3.417 0.362 -0.03 0.06 -0.19
H 1.986 2.029 -0.646 -0.13 0.26 -0.30
H 2.119 3.724 -1.108 0.04 -0.30 -0.13
H 2.309 2.510 -2.359 -0.27 0.07 0.45
C -1.901 1.481 -1.462 0.29 0.96 -0.72
H -2.242 0.593 -0.835 -0.38 0.42 -0.47
H -2.316 2.374 -0.967 0.29 -0.50 0.04
H -2.386 1.400 -2.454 0.07 -0.25 0.64
C -1.470 -1.386 -2.906 -0.35 -0.08 0.14
H -2.445 -1.890 -2.827 0.37 0.10 -0.10
H -1.725 -0.329 -3.105 0.37 -0.54 0.19
H -0.943 -1.804 -3.791 -0.35 0.19 0.54
O -0.191 3.179 2.609 0.83 -1.18 0.08
S 0.610 1.988 2.465 -0.13 0.61 -0.82
O 1.917 2.057 1.847 -1.04 -0.11 0.80
N -0.296 0.854 1.548 -1.61 0.13 1.04
C -0.931 -0.086 2.328 1.39 0.93 -1.99
S -1.883 -1.117 1.339 -0.30 0.31 0.65
C -0.366 -0.146 3.649 0.72 -0.59 0.88
C -0.332 -1.253 4.523 -0.62 0.51 -0.50
C 0.523 -1.225 5.618 0.24 0.04 0.33
C 1.378 -0.136 5.836 -0.27 0.02 -0.13
C 1.393 0.946 4.942 -0.19 0.26 -0.16
C 0.532 0.917 3.857 0.48 -0.40 0.90
H -0.976 -2.106 4.298 0.21 0.19 0.26
H 0.540 -2.062 6.322 -0.01 0.29 -0.37
H 2.052 -0.124 6.697 -0.28 -0.06 -0.33
H 2.063 1.795 5.077 -0.06 -0.33 0.03
```
Positions in Å, forces in eV/Å.

Results
- ΔE to the lowest compared entry with this formula, charge and spin: 0.0 kcal/mol
- Strongest force on any atom: 3.20 eV/A
- LUMO energy: -7.41 eV
- Net charge: +2
- E_HOMO: -15.334 eV

---

[5]
Computed, not measured: the molecule C3H4OS2 in a non-equilibrium geometry, with ωB97M-V/def2-TZVPD.

Structure (XYZ):
```
10
Properties=species:S:1:pos:R:3:forces:R:3
C -1.124 0.874 -0.691 -1.22 -0.05 2.53
C 0.226 -0.940 -0.343 1.22 0.49 1.68
C 0.942 0.042 0.825 -0.05 -0.19 -0.71
H 0.146 -1.964 0.043 0.17 0.18 -0.72
H 0.598 -0.709 -1.369 0.80 -1.06 1.04
H 0.252 -0.055 1.801 1.73 0.46 -2.16
H 2.207 0.120 1.122 -4.10 -0.64 -1.29
O -1.101 -0.442 -0.432 0.21 -0.57 -0.18
S -2.623 1.550 -0.713 1.17 0.41 -0.90
S 0.478 1.525 -0.244 0.06 0.97 0.70
```
Positions in Å, forces in eV/Å.

Results
- ΔE to the lowest compared entry with this formula, charge and spin: 61.7 kcal/mol
- Strongest force on any atom: 4.34 eV/A
- LUMO energy: -0.14 eV
- Net charge: 0
- E_HOMO: -8.719 eV

---

[6]
Computed, not measured: a 2-piece molecular cluster, C16H28N2O2S overall in a non-equilibrium geometry, with ωB97M-V/def2-TZVPD.

Structure (XYZ):
```
49
Properties=species:S:1:pos:R:3:forces:R:3
C 1.187 -2.062 -2.519 1.53 -0.34 -0.73
O 0.079 -1.463 -1.837 -0.75 -0.68 -0.01
C -1.072 -2.246 -1.889 0.31 -0.32 -1.88
S -1.080 -3.373 -0.373 1.49 -0.60 0.85
C -0.174 -4.820 -0.892 0.12 -1.66 -1.22
C 1.091 -5.272 -0.274 -1.65 -0.27 -1.43
C 1.704 -6.438 -0.850 0.12 1.12 0.76
N 1.267 -7.172 -1.915 -1.20 1.68 0.83
C 0.091 -6.743 -2.445 -0.89 0.80 -0.23
C -0.697 -5.609 -2.034 1.83 -0.11 1.30
H 0.972 -2.288 -3.601 -0.17 0.30 0.97
H 1.551 -3.015 -2.056 -0.55 0.77 -0.14
H 2.059 -1.357 -2.513 -1.10 -0.39 0.21
H -2.023 -1.670 -1.999 0.79 -0.19 0.63
H -0.971 -2.940 -2.770 -0.48 0.41 0.89
H -2.403 -3.722 -0.090 0.33 0.09 -0.90
H 1.501 -4.692 0.580 -0.12 -0.74 -0.76
H 2.674 -6.755 -0.396 -0.96 0.19 -0.49
H -0.295 -7.318 -3.323 0.45 0.43 0.88
H -1.638 -5.319 -2.556 0.94 -0.42 0.48
C -0.783 5.167 1.426 -0.25 0.24 0.23
C 0.223 4.038 1.727 -0.89 0.56 0.65
C -0.362 3.101 2.801 -0.01 -0.34 0.06
C -1.519 2.219 2.335 -0.14 -0.09 0.12
C -1.472 1.896 0.840 -0.20 0.22 0.05
C -0.076 2.008 0.198 -0.97 -0.39 -0.09
N 0.434 3.356 0.437 1.57 -0.25 -0.11
O 1.641 3.567 -0.109 -0.51 -0.12 0.04
C -0.279 1.819 -1.313 0.15 0.07 -0.26
C 0.825 0.870 0.707 0.33 -0.15 0.17
C 1.463 4.684 2.356 0.38 -0.09 -0.41
H -0.375 5.867 0.693 0.10 -0.15 -0.02
H -1.022 5.739 2.330 0.05 -0.04 0.02
H -1.722 4.781 1.025 0.06 -0.08 0.00
H 0.432 2.452 3.181 0.11 0.13 -0.13
H -0.691 3.685 3.667 0.11 0.13 -0.14
H -1.510 1.292 2.917 0.01 0.06 0.02
H -2.473 2.703 2.564 0.02 -0.03 -0.04
H -1.888 0.896 0.677 0.19 -0.02 -0.11
H -2.154 2.578 0.323 0.19 0.03 -0.13
H -0.874 2.633 -1.734 0.08 0.05 0.14
H -0.806 0.884 -1.519 0.03 0.01 0.16
H 0.669 1.782 -1.852 0.01 0.11 0.15
H 0.374 -0.103 0.478 -0.10 0.09 -0.05
H 0.987 0.904 1.786 -0.04 0.10 -0.03
H 1.805 0.888 0.226 -0.06 0.23 -0.01
H 1.193 5.207 3.278 -0.24 -0.15 -0.05
H 1.921 5.423 1.697 -0.02 -0.19 -0.09
H 2.217 3.936 2.612 -0.01 0.02 -0.15
```
Positions in Å, forces in eV/Å.

Results
- ΔE to the lowest compared entry with this formula, charge and spin: 0.0 kcal/mol
- Strongest force on any atom: 2.25 eV/A
- LUMO energy: -2.18 eV
- Net charge: 0
- E_HOMO: -3.909 eV

---

[7]
Computed, not measured: a 2-piece molecular cluster, C2N2S overall in a non-equilibrium geometry, with ωB97M-V/def2-TZVPD.

Structure (XYZ):
```
5
Properties=species:S:1:pos:R:3:forces:R:3
C 0.186 1.507 0.926 -1.30 1.19 -0.98
C -0.214 -2.279 -1.341 -0.52 -0.98 -1.14
N -0.327 2.390 0.334 0.97 -0.99 0.78
N 0.163 -1.558 -0.517 0.85 2.13 2.64
S 0.652 0.183 1.737 0.00 -1.34 -1.30
```
Positions in Å, forces in eV/Å.

Results
- ΔE to the lowest compared entry with this formula, charge and spin: 119.9 kcal/mol
- Strongest force on any atom: 3.49 eV/A
- LUMO energy (spin up / spin down): -5.61 / -5.61 eV
- Net charge: 0
- E_HOMO (spin up / spin down): -10.377 / -10.397 eV

---

[8]
Computed, not measured: C12H22S as an isolated structure in a non-equilibrium geometry, with ωB97M-V/def2-TZVPD.

Structure (XYZ):
```
35
Properties=species:S:1:pos:R:3:forces:R:3
C 0.481 -2.526 0.280 0.97 2.86 -1.39
C -1.193 -0.208 0.449 1.17 0.69 1.40
C 2.114 -0.163 -0.445 -0.94 1.06 -0.09
C 1.267 -1.347 -1.017 -1.42 -0.11 4.39
C -0.349 0.431 -0.627 -0.92 0.34 -0.39
C 1.079 1.002 -0.216 -0.59 1.31 -0.86
C 0.024 -0.695 -1.551 0.64 -1.02 -3.67
C 1.571 2.209 -1.151 -1.09 0.14 2.83
C 0.374 -0.113 -2.971 -1.70 -0.73 1.30
C -3.456 1.135 0.795 1.76 -0.87 0.11
C 0.772 -1.350 3.092 1.24 -0.46 -0.97
C -2.100 0.582 1.388 -1.89 -1.58 -1.10
S -0.243 -1.346 1.368 -1.08 -2.52 0.25
H 1.176 -3.240 0.753 -0.04 0.85 0.20
H 2.563 -0.308 0.531 0.69 -0.60 -0.23
H 2.786 0.392 -1.172 -0.10 -1.96 0.88
H 1.752 -2.002 -1.668 0.74 -1.00 -0.97
H -1.079 1.166 -1.156 1.49 -0.87 0.80
H 0.982 1.421 0.837 0.41 -0.76 -1.12
H -0.633 -1.588 -1.699 -0.39 1.37 0.29
H 1.653 3.042 -0.455 0.55 0.36 -0.23
H 0.818 2.512 -1.802 -1.54 0.40 -1.22
H 2.449 2.120 -1.753 0.79 -0.46 0.04
H 0.679 -0.829 -3.668 0.82 -1.51 -0.82
H 1.083 0.638 -2.918 1.63 1.37 0.13
H -0.467 0.327 -3.458 -1.04 0.50 -0.04
H -3.341 2.155 0.491 -0.03 0.39 -0.85
H -4.217 1.141 1.539 -0.46 -0.05 0.87
H -3.777 0.416 0.052 -0.14 0.34 -0.64
H 0.009 -1.098 3.824 0.30 0.53 0.23
H 1.039 -2.460 3.268 -0.25 1.77 -0.56
H 1.735 -0.671 3.028 -2.17 -1.36 0.27
H -2.474 -0.221 2.024 0.11 0.15 0.78
H -1.658 1.332 1.970 0.87 1.16 0.98
H -1.419 -1.857 2.039 1.62 0.28 -0.60
```
Positions in Å, forces in eV/Å.

Results
- ΔE to the lowest compared entry with this formula, charge and spin: 84.6 kcal/mol
- Strongest force on any atom: 4.62 eV/A
- LUMO energy: 0.26 eV
- Net charge: 0
- E_HOMO: -6.983 eV

---

We obtain energy values of -12486.928 -6410.936 -31554.234 -54980.552 -26891.214 -34947.717 -15882.698 -23627.292 eV for the records listed above, in that order.